292
Properties=species:S:1:pos:R:3:forces:R:3:mulliken_charge:R:1 method="wB97M-V/def2-TZVPD" fmax_ha_per_bohr=0.2557 lumo_ha=0.0264 charge=-1
Na 1.520340 -5.390942 2.497470 0.0100 -0.0705 -0.0745 1.22
C 7.159520 1.655168 0.925980 2.0906 0.0139 0.0858 -1.33
C 6.972280 1.192888 2.382780 -0.8858 -0.7169 -1.2066 0.88
C 7.921060 -0.017822 2.804170 -1.3251 0.7212 0.3066 -0.97
N 7.463120 -0.657882 4.146310 0.2125 1.6312 0.8630 0.47
C 8.408720 -1.759472 4.494330 -0.0064 -0.1957 -0.7682 -0.67
C 8.029710 -2.649072 5.657660 -1.7137 -0.7924 -0.0267 -0.89
C 6.545630 -3.162382 5.494420 0.1731 0.6034 -0.8694 -0.65
C 5.618820 -1.934542 5.290260 0.5915 -0.4065 0.3988 -0.68
C 5.947920 -1.052972 4.098060 1.8564 0.2532 -0.0850 0.15
C 7.689010 0.400578 5.226950 -0.4415 -0.6257 -0.4468 -1.05
H 8.192450 1.997898 0.865270 0.2759 0.1679 -0.5024 0.49
H 6.557620 2.483858 0.553040 -0.3820 -0.1393 0.6542 0.35
H 7.074770 0.823978 0.225950 -0.1391 -0.1576 0.0929 0.00
H 5.920740 0.929628 2.268480 -0.0896 -0.7693 1.0606 -0.26
H 6.947740 2.052118 3.053020 0.5155 -0.2043 0.1579 0.28
H 8.969310 0.271738 2.877850 -0.0402 0.4962 0.6761 0.65
H 8.032380 -0.832822 2.088980 -0.9730 -0.0669 -0.2661 0.20
H 8.486080 -2.287342 3.543820 0.2310 -0.6102 0.2510 0.53
H 9.363270 -1.284782 4.721470 0.0914 0.0369 -0.2931 0.35
H 8.722120 -3.490872 5.664060 0.0393 -0.0074 -0.0456 0.47
H 8.145110 -2.150282 6.619950 -0.0016 0.1887 -0.0457 0.37
H 6.490730 -3.846162 4.647350 0.0716 -0.0405 -0.1597 0.16
H 6.136560 -3.713892 6.340940 0.4732 0.0453 0.2022 0.46
H 4.556550 -2.177232 5.262260 0.0798 -0.1735 -0.0941 0.23
H 5.779550 -1.416602 6.235780 -0.4271 0.6995 -0.2467 0.31
H 5.903230 -1.489582 3.100330 -0.5790 -0.5125 0.2185 0.21
H 5.456550 -0.080172 4.080420 -0.3657 -0.2586 0.2543 -0.23
H 7.586060 -0.013172 6.230100 -0.0495 -0.2597 -0.2454 0.52
H 6.905390 1.152068 5.130510 0.5407 0.3505 -0.1060 0.14
H 8.733430 0.660298 5.054250 -0.3138 0.8292 0.2817 0.41
C -4.291100 -10.543222 -2.309480 -1.1569 -0.6806 -0.1243 -1.45
C -4.119660 -9.114912 -2.869610 1.7003 -0.3158 0.1882 -0.08
C -2.610280 -8.864382 -3.200630 0.1894 1.0214 -0.4522 -0.67
N -2.201170 -7.492972 -3.942200 0.2245 -0.4127 2.2029 0.30
C -0.622710 -7.524422 -4.046030 -1.4684 -0.2911 -0.5274 -0.67
C -0.008850 -6.180522 -4.370130 0.9050 1.4488 1.2866 -0.97
C -0.466050 -5.053942 -3.373480 -1.9591 -0.7496 -0.6368 1.65
C -2.026510 -5.058732 -3.451540 0.8206 1.5426 -0.2718 -0.52
C -2.667420 -6.340442 -3.018190 0.0361 0.2981 -0.9089 -0.58
C -2.787920 -7.326102 -5.339360 0.5742 -0.2183 1.5635 -1.03
H -5.242610 -10.545252 -1.777770 -0.1045 0.0332 0.0918 0.41
H -3.593980 -10.937962 -1.570350 0.5060 0.7568 -0.0474 0.36
H -4.416440 -11.368752 -3.010120 0.2587 0.2983 -0.5817 0.36
H -4.451030 -8.515562 -2.021620 0.2986 0.6419 -0.3430 0.18
H -4.735410 -8.885062 -3.739160 -0.1984 -0.3387 0.0822 0.32
H -2.105790 -9.628462 -3.792050 -0.5887 -0.2217 -0.4163 0.58
H -2.026850 -8.877102 -2.280010 -0.1168 0.4983 0.1373 0.23
H -0.247200 -7.972662 -3.126150 -0.1309 0.2946 0.0667 0.39
H -0.531800 -8.246212 -4.857730 0.5888 -0.0231 -0.0083 0.55
H 1.075620 -6.206122 -4.263570 0.1341 -0.6644 0.0551 0.56
H -0.109560 -5.849522 -5.403760 -0.5678 -0.0468 -0.0188 0.38
H -0.209720 -5.203652 -2.324680 0.4140 -0.5146 -0.0885 -0.63
H -0.139480 -4.049342 -3.642220 0.2220 -0.3181 -0.3609 -0.52
H -2.394560 -4.236212 -2.838270 -0.2318 -0.1854 0.3200 -0.19
H -2.296590 -4.749512 -4.461270 -0.1497 -0.1596 -0.2551 0.47
H -2.417940 -6.422512 -1.960300 0.0869 -1.0607 -0.1224 -0.11
H -3.750170 -6.312482 -3.140620 -0.0135 0.0196 0.1771 0.54
H -2.526960 -8.249842 -5.855800 -0.3145 0.2045 -0.2620 0.34
H -2.319360 -6.448442 -5.784640 -0.0266 -0.2692 -0.0692 0.44
H -3.857480 -7.144092 -5.234360 0.0750 -0.2753 -0.1620 0.36
C 6.945670 -1.348992 -1.989330 -0.4934 1.2584 -1.3443 -1.35
C 6.249710 0.054258 -2.367830 0.4685 -0.8624 -0.8757 0.33
C 5.962320 0.226278 -3.936370 -0.8702 -0.2198 1.2458 -0.58
N 5.201860 1.564088 -4.333970 1.1561 -0.7875 0.2300 0.49
C 6.201230 2.748138 -4.042400 -0.7266 -0.2503 -1.1087 -0.58
C 5.939100 4.012408 -4.892610 -0.6415 -0.3786 -0.4524 -0.50
C 5.454500 3.745118 -6.360250 1.0588 -0.5862 0.1390 -0.95
C 4.363560 2.675448 -6.471900 -1.4634 2.3401 0.8431 -0.51
C 4.792690 1.417098 -5.855830 1.5763 -0.7161 1.3038 -0.30
C 3.930110 1.722998 -3.500900 1.4241 0.4564 -0.2883 -0.87
H 7.072850 -1.451722 -0.911660 -0.1527 0.0641 -0.1227 0.20
H 7.910710 -1.447992 -2.486300 0.2334 0.2871 0.1661 0.44
H 6.375840 -2.188522 -2.387560 -0.3770 0.0785 0.3377 0.35
H 6.858470 0.883658 -2.007810 0.1591 -0.0503 -0.0703 0.44
H 5.324000 0.099268 -1.794130 -0.1701 -0.0038 -0.2538 -0.13
H 5.348730 -0.613862 -4.261590 -0.6156 0.1827 0.1211 0.03
H 6.830520 0.087538 -4.580640 0.3186 0.7674 0.2458 0.56
H 7.204490 2.389258 -4.272140 -0.1750 -0.3622 -0.2820 0.51
H 6.231760 2.972968 -2.976270 -0.5501 -0.1224 -0.0197 0.30
H 6.894380 4.535708 -4.851570 -0.0387 0.1662 -0.3501 0.48
H 5.218560 4.704418 -4.456640 -0.1035 -0.2820 0.4537 0.10
H 6.263340 3.342318 -6.969860 0.5203 0.1681 0.0121 0.29
H 5.179330 4.686998 -6.834830 -0.2098 -0.0553 0.1566 0.45
H 4.013440 2.551318 -7.496650 0.2974 -0.2889 -0.0254 0.45
H 3.501450 3.087198 -5.947170 -0.4172 -0.1234 0.0111 0.22
H 5.714370 1.203638 -6.397160 0.2392 -0.7770 0.3384 0.40
H 4.115540 0.563048 -5.868030 -0.1016 0.1452 -0.1728 0.11
H 4.262650 1.947188 -2.487360 -0.2618 -0.0508 0.0045 0.23
H 3.353650 0.798678 -3.538690 -0.0983 0.2207 -0.2122 -0.25
H 3.452890 2.614818 -3.907130 -0.4104 -0.3240 0.2155 0.71
C -2.069080 1.505618 -0.760860 0.1334 -0.7644 -0.4423 -0.44
C -1.066830 0.354518 -1.094290 0.0785 0.9690 0.4089 1.61
C -0.630030 -0.348682 0.149270 0.1102 -1.2601 0.2818 -1.51
N 0.564590 -1.306792 -0.037450 1.1166 -1.2119 -0.1723 1.05
C 1.939440 -0.661132 -0.593460 -1.5833 0.0740 1.4689 0.23
C 2.526390 0.336868 0.410590 -0.5881 -0.4648 0.9212 -0.04
C 2.703400 -0.336892 1.797070 -0.0632 0.3235 0.8305 -0.06
C 1.400710 -0.942972 2.392470 0.0946 -0.9448 -1.9254 -0.55
C 0.793730 -1.976572 1.339830 0.9770 1.9123 0.4026 0.95
C 0.254170 -2.449472 -1.043430 -0.4292 1.9385 -0.6342 -0.68
H -1.804910 2.085488 0.123480 0.5292 0.2414 -0.2002 0.27
H -3.089550 1.198388 -0.532060 0.0064 -0.5175 -0.2144 0.02
H -2.131340 2.113578 -1.663420 -0.0397 0.2519 0.2484 -0.56
H -0.166290 0.771778 -1.544870 -0.1001 0.3366 -0.2776 -0.20
H -1.480750 -0.364822 -1.800920 -0.1587 0.1030 0.0105 -0.13
H -1.460470 -0.962452 0.498210 0.0664 -0.4247 0.0350 -0.27
H -0.401180 0.256968 1.026150 0.2782 0.4328 -0.4955 0.66
H 1.737640 -0.254942 -1.584610 -0.2333 0.0269 0.1618 -0.10
H 2.602890 -1.518152 -0.709470 -0.0090 -0.1173 0.0693 0.26
H 1.933590 1.217098 0.659370 -0.5372 0.0290 -0.7718 -0.48
H 3.422520 0.753288 -0.049470 0.3661 -0.1797 0.3181 0.42
H 2.930430 0.373598 2.591900 0.5294 0.6226 -0.4324 0.20
H 3.545130 -1.029312 1.809100 -0.1848 -0.4422 -0.1692 -0.41
H 0.692970 -0.167262 2.684850 -0.0901 0.0875 -0.3765 0.30
H 1.594040 -1.417242 3.354660 0.1710 -0.4001 -0.2602 0.10
H -0.168420 -2.365532 1.673100 0.2097 -0.2635 -0.2528 0.14
H 1.569880 -2.701432 1.094310 -0.2333 -0.4111 0.4107 -0.19
H -0.704720 -2.909242 -0.804180 0.0505 0.0692 0.0223 0.11
H 1.013950 -3.181192 -1.318070 0.5513 -0.0373 1.4066 0.15
H 0.258480 -1.898462 -1.983900 -0.9171 -0.0341 -0.2325 0.24
C -6.555970 0.644408 9.163010 -0.7520 0.1286 -0.6084 -1.48
C -5.623840 -0.066122 8.171920 0.7346 -0.7037 0.4518 -0.24
C -5.720120 0.274778 6.705560 0.8450 1.2714 -0.9346 -0.70
N -4.393400 -0.060992 5.861010 -0.4973 -0.4435 0.5632 0.54
C -4.645230 0.287998 4.351660 0.4652 0.0893 0.6381 -0.70
C -5.654150 -0.532482 3.577410 0.9385 -0.7585 0.9690 -0.77
C -5.193480 -2.027752 3.801340 -1.3947 1.0150 -0.2849 0.48
C -5.027320 -2.395602 5.294000 0.4507 -0.2273 0.1923 -1.29
C -4.006590 -1.556332 6.057950 -0.2956 0.7584 -1.4030 -0.30
C -3.217060 0.812508 6.306020 -1.1036 0.4001 0.2850 -1.06
H -6.552910 0.147638 10.133220 0.2431 0.0974 -0.0478 0.38
H -7.595190 0.641638 8.834190 -0.1592 -0.4113 -0.1952 0.36
H -6.389430 1.714158 9.289510 0.6411 -0.0609 0.0312 0.37
H -5.710650 -1.147662 8.276100 -0.3759 -0.1018 0.1227 0.29
H -4.596680 0.102798 8.495200 0.1000 0.2687 0.0232 0.26
H -5.870790 1.348658 6.595120 0.6162 0.3117 -0.0165 0.41
H -6.626290 -0.058212 6.199520 0.4231 -0.9465 -0.1043 0.58
H -4.755460 1.372338 4.339550 -0.1825 -0.0031 -0.0114 0.79
H -3.708690 0.042628 3.850860 0.2776 0.2293 0.3293 -0.01
H -6.714850 -0.372882 3.771160 0.0302 0.0053 0.5217 0.42
H -5.525040 -0.192182 2.549980 0.1293 -0.3512 -0.1775 0.13
H -6.016910 -2.576852 3.344650 0.2843 -0.6715 0.2040 0.51
H -4.305840 -2.244202 3.206910 0.0542 0.0273 0.2316 -0.50
H -5.957650 -2.372202 5.861480 -0.3521 0.0429 -0.2476 0.44
H -4.651970 -3.414482 5.389380 -0.0984 -0.1669 -0.2302 0.61
H -3.883860 -1.813582 7.110020 -0.5434 0.3563 0.0828 0.48
H -3.007330 -1.723482 5.655890 0.0073 0.4528 -0.3967 -0.03
H -3.643450 1.805758 6.446570 0.1970 0.0969 0.1059 0.47
H -2.425270 0.919378 5.564570 -0.2552 -0.5411 -0.1823 0.13
H -2.806570 0.454268 7.250090 -0.1078 -0.1055 -0.1672 0.45
C -5.982820 5.990518 -5.486160 0.9856 -0.9835 0.3874 -1.50
C -5.220870 4.781888 -4.826080 1.1174 0.1878 0.2959 0.49
C -5.111680 3.562338 -5.746610 -1.2643 -0.9321 0.0715 -0.84
N -4.652630 2.172598 -5.095070 1.0913 -0.2140 -0.5009 0.38
C -4.340950 1.088248 -6.182420 -0.8815 -0.0802 0.5139 -0.85
C -4.054130 -0.346692 -5.604570 -0.2312 0.6722 0.7238 -0.14
C -5.145230 -0.823372 -4.617930 -0.4623 1.0615 0.4025 -1.21
C -5.404340 0.216258 -3.473120 0.3515 0.4379 -2.0720 0.65
C -5.686430 1.663228 -4.117580 0.5004 -0.9525 1.0990 -0.91
C -3.324670 2.372428 -4.340420 -0.8692 1.0337 -1.1868 -0.38
H -5.378840 6.401388 -6.295170 -0.1652 -0.2144 -0.3294 0.36
H -6.100410 6.830388 -4.801400 -0.1588 -0.3545 0.2730 0.41
H -6.953320 5.649178 -5.846310 -0.0063 0.2183 -0.0362 0.36
H -5.541380 4.575308 -3.804950 -0.7163 -0.2508 -0.1723 0.00
H -4.167830 5.000518 -4.648890 0.1262 0.8734 0.0159 0.01
H -4.534070 3.828798 -6.631750 0.8258 -0.4708 0.2965 0.47
H -6.090720 3.406208 -6.199590 -0.2526 -0.6927 0.2992 0.47
H -5.222980 0.950518 -6.807840 -0.3705 0.4241 0.1778 0.46
H -3.607790 1.563848 -6.833870 0.4180 -0.4358 0.2465 0.52
H -4.052910 -1.066922 -6.422720 0.3120 0.3013 -0.2412 0.53
H -3.103770 -0.414552 -5.075130 0.2337 0.1096 -0.3069 -0.17
H -6.074470 -0.983432 -5.164730 -0.1900 0.0113 -0.1247 0.45
H -4.878430 -1.785512 -4.180670 0.1927 0.0794 -0.0134 0.30
H -6.275610 -0.050222 -2.874800 0.0342 0.1650 -0.0875 0.83
H -4.545580 0.171148 -2.803340 -0.0643 0.5190 0.0676 -0.91
H -6.633960 1.656478 -4.656320 -0.0533 0.0657 0.1879 0.42
H -5.640350 2.391048 -3.307480 -0.5755 -0.0284 0.0357 0.32
H -2.681440 2.820328 -5.097870 0.4318 -0.4108 0.0460 0.50
H -2.952320 1.422058 -3.958000 -0.1160 0.3575 0.0528 -0.05
H -3.471850 3.168598 -3.610660 -0.1394 -0.5472 0.4733 0.07
C -3.702570 9.372628 -0.059440 -1.2188 -0.4049 -0.1739 -1.71
C -2.765260 8.196048 0.212460 -0.6173 -0.0959 0.4411 0.36
C -1.720480 8.070648 -0.871800 0.6135 -0.2374 1.7163 -0.67
N -0.627380 6.960358 -0.583070 -0.1678 0.4449 -0.9302 0.37
C -1.264120 5.524958 -0.432710 -0.5678 0.6670 -1.6811 -0.63
C -1.918530 5.016568 -1.760290 1.6147 1.1211 -0.0513 1.39
C -0.875720 5.025158 -2.871430 1.9000 0.0845 -0.9202 -0.20
C -0.226690 6.437158 -3.093500 -0.7551 0.5391 0.6106 -1.39
C 0.409030 7.007438 -1.810660 -1.7558 -1.2337 0.4261 0.01
C 0.118510 7.206908 0.730990 -0.3563 0.2217 -0.3316 -0.63
H -4.298880 9.500358 0.844000 0.0310 0.2516 0.0125 0.43
H -4.440490 9.124688 -0.822390 0.0017 -0.1359 -0.2218 0.38
H -3.315040 10.346318 -0.359210 0.6488 -0.1461 0.2324 0.39
H -3.356910 7.285258 0.304710 -0.1742 0.0342 -0.0247 -0.05
H -2.391140 8.390708 1.217570 0.6239 -0.2808 -0.1773 0.21
H -1.268430 9.058958 -0.788110 0.8924 -0.2488 -0.7430 0.57
H -2.228120 7.943868 -1.828010 0.5472 -0.3277 -0.0328 0.32
H -2.052620 5.539518 0.319720 0.5052 0.2736 0.3871 0.02
H -0.435790 4.873648 -0.153820 -0.1381 0.0279 0.1402 0.38
H -2.652510 5.707248 -2.175430 -0.7588 -0.1126 0.7637 0.14
H -2.326070 4.027158 -1.552730 -0.1577 0.3561 -0.1377 -1.19
H -1.236970 4.651218 -3.829430 -0.5308 0.2011 -0.1010 0.30
H -0.047800 4.338158 -2.696220 0.1256 -0.1796 0.5497 0.17
H -0.951320 7.119038 -3.538520 -0.6511 0.1900 0.5137 0.42
H 0.550810 6.624148 -3.834180 0.4282 -1.2582 -0.1558 0.58
H 0.746340 8.027508 -1.994480 -0.0462 -0.0327 0.6006 0.68
H 1.228300 6.329738 -1.570640 0.0676 0.3041 0.4455 -0.35
H 0.825020 8.031028 0.632170 0.0279 -0.1335 -0.3357 0.36
H 0.632570 6.284978 1.002800 0.0058 0.1998 -0.1042 0.10
H -0.573900 7.464858 1.532320 -0.1753 -0.3120 -0.2201 0.16
N -5.231760 -3.590532 -0.269620 -0.4374 6.3725 -3.3912 -0.67
S -4.371190 -2.114242 -0.371270 -3.6009 3.1040 -1.0350 0.65
O -3.701590 -1.743952 -1.621040 -0.5976 -1.3306 1.7867 -0.14
O -3.870190 -1.563262 0.873720 0.1116 -1.0270 -1.4549 -0.36
F -5.813950 -1.395002 -0.515000 0.9459 0.4911 -0.2182 -0.43
S -4.153830 -4.333422 0.375990 3.0228 -7.8259 6.8385 0.94
O -4.234000 -4.366962 1.837480 0.5500 0.5322 -2.0273 -0.61
O -2.832370 -4.421512 -0.192680 -0.2264 0.9773 -0.6405 0.04
F -4.833050 -5.726702 0.013820 0.3400 -1.1636 -0.3026 -0.39
N -3.355830 4.012388 3.627710 0.1280 -2.2821 -1.4536 0.13
S -1.884540 3.497728 3.547450 5.8776 -6.0625 -2.3130 0.85
O -1.150210 3.285438 4.794250 -1.2828 1.2740 -1.7859 -0.63
O -1.089030 3.690528 2.307050 -1.6483 1.2142 2.3121 -0.40
F -2.317230 2.028678 3.224080 -0.8068 -1.7818 -0.0703 -0.19
S -2.997420 5.355808 4.152680 -0.9947 9.5890 4.8619 0.68
O -2.226180 6.268078 3.282570 -1.0138 -1.8598 1.0780 -0.49
O -2.719760 5.428268 5.597490 -0.1564 -0.2120 -2.6666 -0.66
F -4.462890 5.971878 4.111700 -0.1646 0.1042 -0.3919 -0.32
N 3.180640 6.094558 0.301870 -3.1818 -4.3599 3.1211 -0.06
S 3.233810 4.439758 0.340200 0.2053 -4.0976 5.7405 0.68
O 4.539020 3.755248 0.518040 -2.2870 2.2489 -0.6957 -0.24
O 2.322960 3.710098 -0.463530 -0.9429 0.4492 -1.2698 -0.23
F 2.551430 4.324418 1.793220 0.6177 0.3005 -1.0490 -0.32
S 4.120740 6.167608 -0.815250 9.1517 7.5183 -5.7113 0.99
O 3.863640 5.580598 -2.107130 -0.3399 -1.0574 0.5289 -0.52
O 5.545870 6.373078 -0.438770 -2.8872 -1.4564 -0.8552 -0.71
F 3.759360 7.714888 -1.155760 -0.3549 0.2221 -0.2389 -0.39
N 1.812200 -1.158312 -3.976200 2.9277 -4.3749 -1.3762 0.16
S 0.802070 -0.984262 -5.112020 -7.6519 6.3509 -0.1933 0.65
O -0.371020 -1.834592 -5.163340 1.7183 -0.6908 -1.2064 -0.53
O 1.214330 -0.155782 -6.229200 -0.0046 -1.7863 0.2184 -0.68
F 0.081250 0.134678 -4.198120 -0.6290 1.5775 0.2064 -0.17
S 2.518740 -2.406872 -4.859120 6.4045 -2.7900 1.2553 0.70
O 3.490850 -1.930672 -5.861150 -2.1349 -0.5450 1.3218 -0.67
O 1.768370 -3.626852 -5.155140 0.9991 2.3769 0.6946 -0.49
F 3.585990 -2.821102 -3.661780 -1.5117 0.1702 -0.9738 -0.15
N -6.159930 3.441398 0.936510 -2.9333 -3.5672 -1.9912 -0.34
S -5.587880 4.059468 -0.337160 4.5231 7.3851 -1.8447 1.21
O -6.393890 5.083608 -1.013960 0.4169 -2.0864 0.0432 -0.71
O -4.600110 3.392698 -1.187900 -1.2932 0.0882 0.8935 -0.20
F -4.677940 5.083648 0.545730 0.7072 -0.3480 -0.3452 -0.42
S -7.204640 2.468158 -0.040290 -4.2541 -2.9171 2.1391 0.90
O -6.541560 1.409568 -0.796710 -0.7978 1.9708 0.6301 -0.39
O -8.430150 3.113688 -0.545080 2.9824 -0.9474 0.4619 -0.65
F -7.849420 1.633858 1.196370 0.7786 0.5015 -0.4219 -0.31
N 0.440670 -4.048332 4.043440 6.3341 -1.9767 3.5653 0.34
S -0.836050 -3.396282 4.266540 -10.7653 4.8654 -4.3296 0.14
O -0.908680 -1.959772 3.988080 0.3206 -1.5405 0.7951 -0.41
O -1.737730 -3.857632 5.290230 0.9419 -0.0234 -0.2499 -0.55
F -1.419090 -3.976202 2.857060 -0.3464 0.0705 0.6827 -0.14
S 0.993100 -3.677472 5.619650 4.7482 -0.4462 3.6617 0.69
O 0.606890 -4.501262 6.764050 0.2608 0.8134 -2.8771 -0.58
O 1.212060 -2.276012 5.911610 -1.0236 -1.3343 -1.0365 -0.51
F 2.506920 -4.139992 5.277730 -0.7015 -0.3612 -0.0122 -0.22
N 0.367650 -7.344992 1.828630 -1.5147 2.5052 -2.5050 -0.16
S 0.053390 -8.826662 1.738110 0.9381 -10.1522 2.6024 0.87
O 0.732960 -9.606732 0.675890 -1.5847 2.2141 1.5586 -0.65
O -1.250150 -9.361812 2.194540 1.8970 2.0514 -1.7959 -0.59
F 0.916420 -9.247602 3.038520 0.2444 0.5226 -0.3703 -0.32
S -0.719530 -6.886572 0.658610 -2.0178 4.3753 -0.4033 0.26
O -2.041210 -6.673722 1.185490 1.5622 -1.0644 -0.6496 -0.56
O -0.546420 -7.338472 -0.702890 0.0940 -0.3814 1.2028 -0.21
F -0.163700 -5.366372 0.539220 0.4831 -0.3782 0.2674 0.35
N 5.384250 3.051608 6.439880 -1.1790 -4.6909 4.2378 -0.43
S 4.170010 1.887968 6.904940 -1.5096 -0.6075 6.2209 0.98
O 4.460640 0.537388 6.532580 0.2405 0.4053 -0.6227 -0.45
O 2.763100 2.277508 7.131850 3.0807 -0.3519 -1.8360 -0.56
F 4.638840 1.916708 8.464220 0.3587 -0.1072 -0.6674 -0.35
S 4.619570 3.310318 5.200240 -1.0163 6.7977 -8.2021 0.93
O 3.747930 4.454828 5.279380 -1.0958 -1.6163 0.1309 -0.61
O 4.349900 2.252188 4.222120 0.1444 0.5078 1.5715 -0.06
F 5.825370 4.127128 4.522820 1.2527 -0.5152 -0.9574 -0.42
N 3.316260 -4.687882 0.981640 1.4408 0.7011 2.9447 0.31
S 4.632530 -4.341852 1.957100 0.5659 1.4743 5.9453 0.36
O 5.652610 -3.410102 1.544360 -0.1860 -1.4458 -1.4790 -0.37
O 5.033940 -5.298872 3.019460 -1.4634 1.0638 -3.3910 -0.67
F 3.822590 -3.266562 2.858640 -0.8395 -0.6483 -0.0546 0.07
S 4.042250 -4.862792 -0.354100 1.0625 -2.6733 -7.2366 0.50
O 4.934070 -6.013282 -0.395820 -0.4130 1.8153 0.6554 -0.64
O 4.415350 -3.660192 -1.077070 -0.5860 -1.1067 1.3440 -0.38
F 2.818540 -5.468052 -1.287080 0.4087 1.0229 1.3240 -0.23